{
  "formula": "C23H59O9",
  "method": "wB97M-V/def2-TZVPD",
  "species": ["C", "C", "O", "O", "H", "H", "H", "C", "C", "C", "O", "H", "H", "H", "H", "H", "H", "H", "H", "C", "C", "C", "O", "H", "H", "H", "H", "H", "H", "H", "H", "C", "C", "C", "O", "H", "H", "H", "H", "H", "H", "H", "H", "C", "C", "C", "O", "H", "H", "H", "H", "H", "H", "H", "H", "C", "C", "C", "O", "H", "H", "H", "H", "H", "H", "H", "H", "C", "C", "C", "O", "H", "H", "H", "H", "H", "H", "H", "H", "C", "C", "C", "O", "H", "H", "H", "H", "H", "H", "H", "H"],
  "coordinates": [[-1.9900, -1.3840, -0.6574], [-0.9130, -0.4090, -0.2444], [-0.3060, -0.5680, 0.8426], [-0.7520, 0.5380, -1.0244], [-2.9270, -1.0340, -0.2514], [-1.7980, -2.3590, -0.1524], [-1.9940, -1.5050, -1.7164], [2.1540, -3.1830, 1.4726], [0.6890, -3.2880, 1.4776], [0.2310, -4.7790, 1.5026], [0.0930, -2.6580, 2.3526], [2.4740, -2.3320, 2.0626], [2.4270, -2.9700, 0.4406], [2.7250, -4.0250, 1.7136], [0.3240, -2.8920, 0.4586], [0.6330, -5.3140, 0.6826], [-0.8160, -4.8870, 1.3816], [0.4860, -5.2290, 2.5216], [-0.2890, -1.9130, 1.8876], [1.3300, -1.7320, -2.0924], [2.0540, -2.3620, -3.2684], [1.1020, -2.9800, -4.2544], [2.8340, -1.5650, -3.8194], [0.4530, -2.3230, -1.8734], [1.0690, -0.6750, -2.1434], [1.9290, -1.7440, -1.1984], [2.6840, -3.1680, -2.9914], [1.5330, -3.3670, -5.1324], [0.4410, -2.2390, -4.5984], [0.6500, -3.8010, -3.7734], [3.6960, -1.9860, -3.9874], [-0.3570, 2.2640, -5.1414], [-0.1530, 0.9890, -4.3684], [-1.2680, -0.0110, -4.5384], [0.8840, 0.3740, -4.7064], [-1.4300, 2.4340, -4.9284], [-0.2120, 2.0750, -6.1934], [0.2410, 3.0060, -4.6854], [-0.1800, 1.2030, -3.3074], [-2.2510, 0.4330, -4.3754], [-1.2470, -0.8010, -3.8174], [-1.2450, -0.4060, -5.5714], [0.9400, -0.4510, -4.2144], [-2.7900, 2.6090, 3.6436], [-1.9400, 1.9500, 2.5906], [-0.5380, 2.5080, 2.3986], [-1.7920, 0.7050, 2.6636], [-3.7080, 1.9760, 3.7346], [-3.0150, 3.5530, 3.1976], [-2.3330, 2.6550, 4.6396], [-2.4350, 2.1380, 1.6446], [0.0090, 2.4360, 3.2896], [-0.6090, 3.5280, 2.0706], [-0.0930, 1.9660, 1.6356], [-1.2160, 0.4820, 1.9096], [-3.6590, 1.8570, -2.1574], [-2.5220, 2.8500, -1.9764], [-3.0640, 4.2240, -2.4714], [-2.0090, 2.9140, -0.8314], [-4.4200, 2.1060, -1.4054], [-3.3570, 0.7670, -2.2754], [-4.1230, 2.0620, -3.1014], [-1.6770, 2.5340, -2.6044], [-2.4260, 5.1050, -2.2074], [-4.0180, 4.4010, -2.0074], [-3.2280, 4.2590, -3.5374], [-1.4200, 2.1850, -0.8344], [1.0660, -0.1800, 3.9246], [0.0000, -0.1110, 5.0446], [0.5240, -0.6210, 6.3506], [-0.6490, 0.8850, 5.2506], [1.9410, 0.4690, 4.0556], [0.6240, 0.1090, 2.9916], [1.3890, -1.2200, 3.8136], [-0.7600, -0.9180, 4.7986], [1.0060, -1.6370, 6.2206], [-0.2460, -0.8000, 7.1256], [1.3380, 0.0070, 6.7236], [-1.2550, 0.9220, 4.4896], [4.0140, -0.1750, 0.5046], [2.7220, 0.5000, 0.8996], [3.0510, 1.7850, 1.5986], [1.8820, 0.7340, -0.0284], [4.5640, 0.4240, -0.2974], [3.8940, -1.2070, 0.1446], [4.5880, -0.2480, 1.3996], [2.2730, -0.1250, 1.6656], [3.5690, 1.5880, 2.5296], [2.2030, 2.3170, 1.9446], [3.6630, 2.4590, 0.9586], [1.0350, 0.3000, 0.1086]],
  "atomic_forces_ev_per_a": [[0.74, -1.46, 1.70], [-1.43, 0.01, -1.29], [0.34, -0.09, 0.59], [0.38, 0.63, -0.15], [-0.44, 0.25, -0.17], [-0.19, 0.44, -0.46], [-0.27, 0.02, -0.70], [1.36, 1.56, -1.27], [1.23, -5.92, -7.59], [0.93, 0.26, 1.69], [-4.34, 4.39, 7.18], [0.12, 0.12, 0.16], [0.43, 0.14, -0.08], [0.63, -1.55, 0.87], [0.66, -0.71, 0.71], [0.95, -0.87, -0.64], [-1.29, 0.31, 0.07], [-0.06, 0.39, -1.38], [-0.53, 1.37, 0.37], [-0.15, -0.43, 0.55], [-4.55, -5.23, 3.13], [-0.15, 0.06, 0.52], [7.27, 6.78, -4.60], [-0.49, -0.03, 0.15], [-0.10, -0.01, -0.73], [0.49, -0.16, 0.32], [0.03, -1.67, 1.62], [1.24, -0.45, -1.07], [-1.48, 0.69, -0.32], [-1.26, -0.86, 0.51], [-0.69, 0.81, -0.12], [-1.92, -1.25, 0.68], [-6.44, 2.16, 2.24], [-2.23, 0.66, -1.07], [8.19, -3.58, -2.35], [0.50, 0.76, -0.47], [0.24, 0.28, -0.39], [0.70, 1.11, -0.10], [0.10, 0.66, 0.69], [-0.20, 0.13, -0.11], [0.52, -0.68, 0.42], [-0.01, -0.03, 0.40], [0.55, 0.22, -0.16], [-0.47, -1.59, 0.34], [-0.06, 7.36, -1.93], [-1.82, 2.19, 0.44], [0.11, -8.76, 1.58], [0.42, 0.71, -0.03], [-0.41, 0.89, 0.39], [0.00, 0.35, -0.24], [-0.64, 0.88, -0.53], [0.97, -0.06, 1.28], [0.26, 0.75, -0.10], [1.10, -1.01, -1.52], [0.05, -1.17, 0.39], [-0.09, -1.06, -0.33], [-2.12, 0.53, -7.68], [0.93, 0.46, 0.58], [1.50, 1.71, 7.44], [0.15, -0.70, 0.13], [-0.29, 1.29, 0.98], [-0.42, 0.23, -0.77], [-0.51, 0.12, -1.21], [-0.19, -0.91, -0.09], [-0.61, 0.13, 0.34], [0.03, -0.21, -0.43], [1.52, -1.52, 1.13], [0.09, 0.06, 0.52], [4.76, -11.77, -1.24], [1.80, -2.15, 0.97], [-6.34, 11.00, 0.70], [-0.10, 0.01, 0.38], [-0.22, 0.06, -0.44], [0.00, 0.27, 0.09], [0.89, -0.29, -0.54], [-0.43, 0.95, -0.05], [0.20, 0.58, -0.44], [-0.18, 0.25, 0.28], [-0.09, 0.71, 0.26], [0.54, 0.07, -1.77], [3.01, -0.81, 4.48], [1.61, 0.81, 0.47], [-3.32, 1.15, -5.61], [-0.60, -0.70, 1.06], [-0.19, 0.32, -0.11], [0.89, 0.03, 0.58], [-0.09, -0.50, 0.38], [0.69, -0.06, 0.16], [-1.20, 0.49, -0.16], [-0.32, -0.37, 0.34], [-0.21, 0.02, 0.20]],
  "charge": -1,
  "homo_energy_ev": -6.5,
  "homo_lumo_gap_ha": 0.3309,
  "energy_ha": -1588.703949
}